C22H51AsF6NO12PS4 | ωB97M-V/def2-TZVPD

The HOMO energy is -10.18 eV. Its strongest force on any atom is 4.42 eV/Å. For the LUMO energy, the calculation gives -1.6 eV. For the molar mass, the calculation gives 869.8 g/mol. The gap between HOMO and LUMO is 8.6 eV.

Last column: Löwdin charge in e.
Atoms and positions in Å:
N (18.9641, 6.4046, -12.1252)  0.36
H (18.4449, 7.2150, -12.4315)  0.16
H (18.2548, 5.7004, -11.9799)  0.14
H (19.2653, 6.6140, -11.1842)  0.15
H (19.5622, 6.0904, -12.8760)  0.16
As (16.0794, 3.4444, -14.6794)  0.96
F (17.3878, 4.6121, -15.3379)  -0.37
F (16.8783, 3.5618, -13.0087)  -0.35
F (14.6628, 2.4754, -14.0347)  -0.31
F (15.3001, 3.4552, -16.3634)  -0.33
F (16.9741, 1.9756, -15.1212)  -0.28
F (15.2245, 4.9450, -14.4268)  -0.29
C (17.7252, 3.9133, -7.3882)  -0.19
C (18.9841, 2.9267, -7.3517)  -0.17
C (19.1852, 2.3602, -5.9133)  -0.23
S (18.2300, 3.3512, -4.7227)  0.72
O (18.8598, 4.5935, -4.2919)  -0.34
O (17.5345, 2.4840, -3.7130)  -0.36
C (17.0602, 3.7919, -6.0348)  -0.26
H (16.9955, 3.6618, -8.1578)  0.11
H (18.0007, 4.9572, -7.5381)  0.10
H (19.9097, 3.4363, -7.6194)  0.10
H (18.7190, 2.0840, -7.9902)  0.11
H (20.1869, 2.1049, -5.5674)  0.10
H (18.6975, 1.3873, -5.8531)  0.10
H (16.6439, 4.7581, -5.7498)  0.10
H (16.2937, 3.0301, -5.8925)  0.10
C (12.4896, -0.1329, -9.4367)  -0.20
C (12.2674, -1.6587, -9.2183)  -0.21
C (13.6961, -2.1405, -9.0286)  -0.28
S (14.3522, -1.2198, -7.6738)  0.71
O (15.7539, -0.8100, -7.8014)  -0.36
O (13.8910, -2.0056, -6.5329)  -0.34
C (13.3330, 0.2629, -8.2136)  -0.20
H (11.4952, 0.2437, -9.1969)  0.11
H (12.8371, 0.0489, -10.4537)  0.12
H (11.8632, -1.9653, -10.1830)  0.12
H (11.6439, -1.7927, -8.3343)  0.12
H (14.3904, -1.9616, -9.8497)  0.11
H (13.7751, -3.2172, -8.8787)  0.11
H (14.1759, 0.9284, -8.3996)  0.08
H (12.8322, 0.7107, -7.3553)  0.10
C (22.4635, 3.1570, -18.4348)  -0.20
C (21.5949, 2.1433, -17.7216)  -0.23
C (22.3027, 1.9557, -16.3567)  -0.23
S (22.8875, 3.6005, -15.6838)  0.73
O (24.3332, 3.5454, -15.5353)  -0.35
O (21.9223, 4.1952, -14.7738)  -0.37
C (22.6237, 4.4195, -17.4409)  -0.14
H (21.7819, 3.3723, -19.2576)  0.10
H (23.3301, 2.6579, -18.8685)  0.11
H (21.4151, 1.1524, -18.1386)  0.12
H (20.6138, 2.5751, -17.5242)  0.12
H (23.1302, 1.2488, -16.4165)  0.09
H (21.7736, 1.3518, -15.6195)  0.09
H (23.4626, 5.1015, -17.5800)  0.08
H (21.7606, 5.0778, -17.3413)  0.08
C (20.3181, 10.2911, -17.9723)  -0.20
C (19.8337, 11.8304, -17.7266)  -0.16
C (18.5387, 11.7782, -16.9240)  -0.23
S (17.9012, 10.0385, -16.8857)  0.72
O (16.5366, 10.1958, -17.3889)  -0.35
O (18.0973, 9.3140, -15.6134)  -0.37
C (19.0794, 9.4024, -18.2082)  -0.20
H (20.9509, 9.8472, -17.2038)  0.10
H (20.9509, 10.1302, -18.8451)  0.10
H (19.4924, 12.0715, -18.7333)  0.11
H (20.5796, 12.4905, -17.2840)  0.11
H (17.7554, 12.3239, -17.4502)  0.09
H (18.4709, 12.0402, -15.8681)  0.10
H (18.4520, 9.5695, -19.0838)  0.10
H (19.1601, 8.3215, -18.0932)  0.10
C (16.7613, -9.6073, -15.0645)  -0.09
C (17.1340, -8.5315, -16.0880)  -0.17
O (18.0755, -7.5559, -15.3779)  -0.21
P (17.5254, -6.1647, -14.7426)  0.54
O (16.0658, -5.8408, -14.6983)  -0.26
O (18.4702, -5.0005, -15.4904)  -0.20
C (18.4502, -3.6016, -15.2310)  -0.30
C (18.1593, -3.3633, -13.8138)  -0.10
O (18.1892, -6.2738, -13.2262)  -0.22
C (17.3188, -5.9076, -12.0841)  -0.27
C (17.1888, -7.1112, -11.1357)  -0.07
H (17.5010, -10.3495, -14.7645)  0.07
H (16.3856, -9.2336, -14.1120)  0.07
H (15.8983, -10.1232, -15.4854)  0.08
H (17.5757, -9.0050, -16.9648)  0.12
H (16.1579, -8.0739, -16.2492)  0.10
H (19.3997, -3.1181, -15.4610)  0.12
H (17.7522, -3.1459, -15.9333)  0.12
H (18.4131, -2.3136, -13.6662)  0.09
H (17.1445, -3.7077, -13.6145)  0.08
H (18.9420, -3.8707, -13.2499)  0.09
H (17.7803, -4.9766, -11.7551)  0.10
H (16.2721, -5.6193, -12.1810)  0.10
H (18.2040, -7.3509, -10.8195)  0.07
H (16.5140, -6.8425, -10.3231)  0.08
H (16.7969, -8.0059, -11.6193)  0.07